Entry 1:
The following is a quantum chemistry calculation of 2 unconnected molecules or ions with the total composition C6H13NO in a non-equilibrium geometry, from OMol25.

XYZ file:
```
21
Properties=species:S:1:pos:R:3:forces:R:3
C -0.77507 -2.02364 -0.70276 -0.245 1.645 1.146
C 0.07152 -1.60966 0.58522 -0.056 -3.430 -0.895
N -0.34192 1.94982 1.68287 -0.101 -0.321 1.160
C -0.40823 0.56731 1.69120 1.223 -1.936 -2.932
C 0.34357 -0.17387 0.75556 -1.883 0.892 3.923
C 1.28298 0.54814 -0.01054 0.210 1.712 -4.049
C 1.48261 0.06280 -1.40367 0.262 1.432 3.641
H -0.78472 -3.13984 -0.84116 -0.543 1.219 0.408
H -0.38015 -1.53516 -1.61999 -0.290 -0.428 0.778
H -1.67943 -1.45836 -0.34279 -0.235 -1.377 -1.474
H 0.98665 -2.20764 0.35313 -0.044 0.623 1.066
H -0.50268 -2.11114 1.47313 1.308 1.197 -1.341
H -0.66365 2.40061 0.82321 -0.044 -0.067 0.564
H -0.67283 2.25627 2.59206 -0.262 0.912 -0.785
H -1.21110 0.04967 2.24446 0.578 0.275 0.077
H 1.64645 1.52352 0.38076 -0.492 -0.561 -0.232
H 2.01830 0.72953 -2.10015 0.526 -0.397 0.823
H 1.95854 -0.63102 -0.60491 0.426 -1.495 -1.824
H -0.21499 1.09746 -1.44428 -2.524 0.393 0.578
H -1.00003 2.15938 -2.14530 -0.913 -0.730 1.306
O -1.15581 1.54583 -1.36604 3.102 0.439 -1.937
```
Forces are in eV/Å.

The spin multiplicity is 1. The value obtained for the frontier orbital gap is 7.851 eV. The value obtained for the energy above the lowest of the compared OMol25 structures with the same formula, charge and spin is 584.6 kJ/mol. As for the charge: 0. The calculation puts the energy at -366.2112 a.u. The SMILES is C=C/C(=C\N)CC.O.



Entry 2:
The following is a quantum chemistry calculation of a single C6H13NO molecule in a non-equilibrium geometry, from OMol25.

XYZ file:
```
21
Properties=species:S:1:pos:R:3:forces:R:3
O -0.12326 1.15331 -3.19189 0.045 -0.039 0.070
C -0.80895 1.53932 -2.27161 0.510 0.656 0.018
N -0.58687 1.30262 -0.94648 0.157 -0.779 -0.057
C 0.39360 0.32860 -0.42225 -0.322 0.056 -0.342
C 0.16876 0.24655 1.13295 0.305 -1.323 -1.834
C 1.37413 -0.54079 1.65294 0.906 1.104 1.416
C -1.12001 -0.50258 1.45473 -0.904 0.923 -0.466
C 0.36451 -1.00996 -1.18062 -0.033 0.090 -0.444
H -1.61335 2.27747 -2.43579 -0.297 -0.285 0.079
H -1.40228 1.35896 -0.36692 -0.319 0.440 0.101
H 1.39832 0.72335 -0.57769 -0.070 0.383 0.018
H 0.14055 1.29514 1.41967 0.079 -0.079 0.619
H 1.16478 -1.18670 2.50720 -0.326 -0.229 -0.269
H 1.94902 -1.08083 0.90727 -0.356 -0.228 -0.170
H 2.09485 0.16553 2.08865 0.018 0.001 -0.202
H -1.16730 -1.43034 0.89637 0.197 -0.417 0.506
H -2.01667 0.02455 1.09337 0.159 0.185 0.077
H -1.30400 -0.62816 2.51947 0.302 -0.278 0.038
H 1.36630 -1.42230 -1.30054 -0.050 -0.284 0.598
H -0.34594 -1.70644 -0.75515 0.205 -0.384 0.163
H 0.07382 -0.90731 -2.22368 -0.204 0.485 0.082
```
Forces are in eV/Å.

The spin multiplicity is 1. The value obtained for the frontier orbital gap is 10.645 eV. The value obtained for the energy above the lowest of the compared OMol25 structures with the same formula, charge and spin is 79.7 kJ/mol. As for the charge: 0. The calculation puts the energy at -366.4035 a.u. The SMILES is CC(C)[C@@H](C)NC=O.